CHNO3S as an isolated structure, computed with ωB97M-V with the def2-TZVPD basis set.

As for the multiplicity: 1. The value obtained for the relative energy (zero: lowest compared OMol25 entry of this formula, charge and spin) is 629.0 kJ/mol. The value obtained for the energy is -717.1276 a.u. As for the HOMO energy (spin up / spin down): -11.005 / -11.006 eV.

XYZ file:
```
7
Properties=species:S:1:pos:R:3:forces:R:3
C 0.58105 -1.17270 -0.33153 -2.7 3.5 -4.8
N 1.63267 -1.14637 0.14170 3.6 -1.6 1.7
O 2.71571 -1.42765 0.66610 -1.9 0.2 -0.1
O 3.41057 0.31101 -1.24715 0.0 -0.3 -1.2
O 3.84912 1.22262 0.92187 0.9 -1.7 -0.9
S 4.16068 0.15989 -0.04174 -0.3 2.8 1.6
H 0.40670 -0.09953 -1.67556 0.4 -2.9 3.7
```
Forces are in eV/Å.